The following is a DFT calculation (ωB97M-V with the def2-TZVPD basis set) of a cluster of 13 separate species, C69H159N5O13 in total at a distorted geometry.

- E: -108185.7003 eV
- HOMO: -8.04 eV
- Lowest unoccupied orbital energy: 0.32 eV
- Energy relative to the best compared isomer or geometry (same formula, charge and spin): 9.049 eV
- Gap between HOMO and LUMO: 8.4 eV
- M: 1267.1 g mol⁻¹

Last columns: bonded neighbours and bond lengths (Å).
CARTESIAN COORDINATES (ANGSTROEM)
1 C -4.80091 -0.63018 2.33319  C2 1.566, H5 1.090, H6 1.090, H7 1.090
2 C -5.76892 0.00137 3.38976  C1 1.566, C3 1.563, O4 1.427, H8 1.090
3 C -5.91721 1.55702 3.34779  C2 1.563, H9 1.090, H10 1.090, H11 1.090
4 O -7.13302 -0.39350 3.25335  C2 1.427, H12 0.960
5 H -5.24106 -0.62125 1.33605  C1 1.090
6 H -4.69155 -1.70410 2.48433  C1 1.090
7 H -3.79203 -0.22757 2.24288  C1 1.090
8 H -5.34095 -0.12520 4.38420  C2 1.090
9 H -6.41848 1.85162 2.42582  C3 1.090
10 H -5.03087 2.18726 3.42060  C3 1.090
11 H -6.63164 1.82760 4.12528  C3 1.090
12 H -7.39350 -0.42506 2.32990  O4 0.960
13 C 1.20997 3.89567 -4.71676  C14 1.541, H17 1.090, H18 1.090, H19 1.090
14 C 2.10417 2.91937 -5.50502  C13 1.541, C15 1.521, O16 1.424, H20 1.090
15 C 1.19254 2.09452 -6.40127  C14 1.521, H21 1.090, H22 1.090, H23 1.090
16 O 3.13859 3.42124 -6.34549  C14 1.424, H24 0.960
17 H 0.36520 3.50824 -4.14724  C13 1.090
18 H 0.73282 4.55086 -5.44556  C13 1.090
19 H 1.77374 4.46829 -3.98031  C13 1.090
20 H 2.59546 2.39767 -4.68369  C14 1.090
21 H 0.63937 2.72296 -7.09924  C15 1.090
22 H 0.45195 1.53131 -5.83344  C15 1.090
23 H 1.74058 1.43018 -7.06940  C15 1.090
24 H 3.66027 2.67446 -6.64843  O16 0.960
25 C 6.13473 4.33700 -3.97110  C26 1.530, H29 1.090, H30 1.090, H31 1.090
26 C 6.18067 5.79809 -4.42230  C25 1.530, C27 1.464, O28 1.421, H32 1.090
27 C 7.40674 6.59359 -4.33440  C26 1.464, H33 1.090, H34 1.090, H35 1.090
28 O 5.79981 5.82385 -5.79095  C26 1.421, H36 0.960
29 H 6.50412 3.70861 -4.78151  C25 1.090
30 H 5.09856 4.16661 -3.67886  C25 1.090
31 H 6.68257 4.15945 -3.04565  C25 1.090
32 H 5.37336 6.29730 -3.88644  C26 1.090
33 H 7.75994 6.65732 -3.30519  C27 1.090
34 H 7.06648 7.60612 -4.55142  C27 1.090
35 H 8.17923 6.12215 -4.94195  C27 1.090
36 H 5.07247 5.21725 -5.94784  O28 0.960
37 C 4.94322 -0.93477 -5.72380  C38 1.519, H41 1.090, H42 1.090, H43 1.090
38 C 4.34915 0.40864 -5.33879  C37 1.519, C39 1.517, O40 1.344, H44 1.090
39 C 5.03084 0.96188 -4.10107  C38 1.517, H45 1.090, H46 1.090, H47 1.090
40 O 4.54899 1.28277 -6.34027  C38 1.344, H48 0.960
41 H 4.70879 -1.55596 -4.85936  C37 1.090
42 H 6.00292 -0.85133 -5.96499  C37 1.090
43 H 4.47710 -1.38266 -6.60143  C37 1.090
44 H 3.31248 0.20234 -5.07262  C38 1.090
45 H 4.54069 1.85948 -3.72403  C39 1.090
46 H 6.04574 1.23262 -4.39222  C39 1.090
47 H 5.11382 0.22408 -3.30303  C39 1.090
48 H 5.46209 1.23078 -6.63205  O40 0.960
49 C 3.46963 -3.64332 -2.48026  C50 1.521, H53 1.090, H54 1.090, H55 1.090
50 C 3.27519 -5.15137 -2.45069  C49 1.521, C51 1.522, O52 1.376, H56 1.090
51 C 1.97466 -5.55407 -1.77014  C50 1.522, H57 1.090, H58 1.090, H59 1.090
52 O 3.35500 -5.64675 -3.73218  C50 1.376, H60 0.960
53 H 4.39169 -3.44236 -3.02571  C49 1.090
54 H 3.42417 -3.10989 -1.53079  C49 1.090
55 H 2.71600 -3.15707 -3.09968  C49 1.090
56 H 4.08080 -5.59763 -1.86764  C50 1.090
57 H 2.18691 -6.35133 -1.05780  C51 1.090
58 H 1.21328 -5.88236 -2.47769  C51 1.090
59 H 1.54677 -4.81868 -1.08881  C51 1.090
60 H 3.10223 -6.56908 -3.81590  O52 0.960
61 C -0.02184 2.62687 5.07182  C62 1.478, H65 1.090, H66 1.090, H67 1.090
62 C -0.77376 1.70768 5.95218  C61 1.478, C63 1.522, O64 1.421, H68 1.090
63 C -1.98908 1.08345 5.28120  C62 1.522, H69 1.090, H70 1.090, H71 1.090
64 O 0.09447 0.70243 6.45645  C62 1.421, H72 0.960
65 H 0.33516 2.22057 4.12548  C61 1.090
66 H 0.90577 2.85926 5.59493  C61 1.090
67 H -0.61530 3.51877 4.87077  C61 1.090
68 H -1.25705 2.25525 6.76132  C62 1.090
69 H -2.73965 0.92188 6.05492  C63 1.090
70 H -1.73506 0.24157 4.63713  C63 1.090
71 H -2.52367 1.72554 4.58117  C63 1.090
72 H 0.89767 1.09543 6.80576  O64 0.960
73 C -5.57489 5.25117 1.36051  C74 1.519, H77 1.090, H78 1.090, H79 1.090
74 C -6.01077 6.47255 2.15085  C73 1.519, C75 1.509, O76 1.482, H80 1.090
75 C -4.82946 7.10636 2.84403  C74 1.509, H81 1.090, H82 1.090, H83 1.090
76 O -6.37793 7.50972 1.15851  C74 1.482, H84 0.960
77 H -6.50087 4.85329 0.94536  C73 1.090
78 H -4.92427 4.58193 1.92347  C73 1.090
79 H -4.97932 5.52304 0.48902  C73 1.090
80 H -6.88046 6.42773 2.80640  C74 1.090
81 H -4.06466 7.38616 2.11954  C75 1.090
82 H -4.46200 6.42244 3.60910  C75 1.090
83 H -5.17436 8.04499 3.27775  C75 1.090
84 H -6.95537 7.08329 0.52109  O76 0.960
85 C 1.93300 5.76403 -0.47304  C86 1.597, H89 1.090, H90 1.090, H91 1.090
86 C 3.36827 5.71557 0.22501  C85 1.597, C87 1.548, O88 1.383, H92 1.090
87 C 3.77035 7.17205 0.56243  C86 1.548, H93 1.090, H94 1.090, H95 1.090
88 O 3.32573 4.94759 1.37423  C86 1.383, H96 0.960
89 H 1.85198 4.74883 -0.86152  C85 1.090
90 H 1.82791 6.49599 -1.27384  C85 1.090
91 H 1.02242 5.93017 0.10258  C85 1.090
92 H 4.13385 5.29509 -0.42704  C86 1.090
93 H 4.78334 7.13378 0.96303  C87 1.090
94 H 3.24400 7.55528 1.43661  C87 1.090
95 H 3.69707 7.93379 -0.21376  C87 1.090
96 H 4.09625 4.97158 1.94634  O88 0.960
97 C -6.43421 2.30938 -2.81942  C98 1.468, H108 1.090, H109 1.090, H110 1.090
98 C -5.06099 1.80352 -2.93231  C97 1.468, C99 1.564, N103 1.514, C107 1.579
99 C -5.06022 0.34980 -3.50953  C98 1.564, C100 1.567, H111 1.090, H112 1.090
100 C -5.25380 0.29733 -5.06365  C99 1.567, C101 1.508, H113 1.090, H114 1.090
101 C -4.19566 1.20042 -5.64605  C100 1.508, C102 1.553, H115 1.090, H116 1.090
102 C -4.10489 2.68006 -5.18468  C101 1.553, N103 1.489, C105 1.517, C106 1.564
103 N -4.08746 2.67646 -3.69606  C98 1.514, C102 1.489, O104 1.410
104 O -3.86497 3.95807 -3.15177  N103 1.410, H126 0.960
105 C -2.73038 3.07114 -5.69436  C102 1.517, H117 1.090, H118 1.090, H119 1.090
106 C -5.35424 3.37776 -5.81691  C102 1.564, H120 1.090, H121 1.090, H122 1.090
107 C -4.51777 1.59338 -1.46430  C98 1.579, H123 1.090, H124 1.090, H125 1.090
108 H -6.88341 2.36120 -3.81121  C97 1.090
109 H -6.30668 3.34516 -2.50477  C97 1.090
110 H -7.16831 1.80877 -2.18808  C97 1.090
111 H -4.12981 -0.16226 -3.26410  C99 1.090
112 H -5.79685 -0.36965 -3.15195  C99 1.090
113 H -6.28332 0.62618 -5.20526  C100 1.090
114 H -5.13712 -0.72936 -5.41062  C100 1.090
115 H -4.51691 1.17693 -6.68737  C101 1.090
116 H -3.27136 0.62465 -5.59833  C101 1.090
117 H -2.54525 4.13169 -5.52388  C105 1.090
118 H -2.01870 2.39785 -5.21657  C105 1.090
119 H -2.82425 2.86829 -6.76120  C105 1.090
120 H -6.22769 2.77136 -5.57716  C106 1.090
121 H -5.43633 4.44006 -5.58695  C106 1.090
122 H -5.36521 3.39260 -6.90676  C106 1.090
123 H -3.42999 1.52632 -1.48269  C107 1.090
124 H -4.94623 0.69729 -1.01537  C107 1.090
125 H -4.71033 2.44687 -0.81424  C107 1.090
126 H -2.94796 3.90917 -2.87196  O104 0.960
127 C -4.81730 -4.69193 -1.89786  C128 1.536, H138 1.090, H139 1.090, H140 1.090
128 C -4.86345 -3.63319 -0.78644  C127 1.536, C129 1.533, N133 1.445, C137 1.454
129 C -6.28823 -3.24868 -0.37069  C128 1.533, C130 1.570, H141 1.090, H142 1.090
130 C -7.15277 -4.24459 0.48083  C129 1.570, C131 1.519, H143 1.090, H144 1.090
131 C -6.44874 -4.46750 1.80820  C130 1.519, C132 1.527, H145 1.090, H146 1.090
132 C -4.99101 -4.87084 1.60116  C131 1.527, N133 1.573, C135 1.574, C136 1.573
133 N -4.27154 -4.06197 0.46021  C128 1.445, C132 1.573, O134 1.399
134 O -2.90434 -4.33285 0.33433  N133 1.399, H156 0.960
135 C -4.32216 -4.49455 2.97539  C132 1.574, H147 1.090, H148 1.090, H149 1.090
136 C -4.94518 -6.40386 1.25338  C132 1.573, H150 1.090, H151 1.090, H152 1.090
137 C -4.19083 -2.45847 -1.31791  C128 1.454, H153 1.090, H154 1.090, H155 1.090
138 H -3.80124 -4.94564 -2.20012  C127 1.090
139 H -5.50498 -4.40414 -2.69308  C127 1.090
140 H -5.35971 -5.55752 -1.51755  C127 1.090
141 H -6.38336 -2.29559 0.14958  C129 1.090
142 H -6.85687 -3.15229 -1.29560  C129 1.090
143 H -7.21342 -5.20951 -0.02251  C130 1.090
144 H -8.19628 -3.92963 0.48129  C130 1.090
145 H -7.03020 -5.19441 2.37530  C131 1.090
146 H -6.55456 -3.52884 2.35210  C131 1.090
147 H -3.28617 -4.83337 2.96997  C135 1.090
148 H -4.24809 -3.41860 3.13339  C135 1.090
149 H -4.61969 -5.09285 3.83655  C135 1.090
150 H -5.54566 -6.89859 2.01677  C136 1.090
151 H -5.48624 -6.61836 0.33178  C136 1.090
152 H -3.98149 -6.91258 1.27785  C136 1.090
153 H -3.25518 -2.58115 -1.86345  C137 1.090
154 H -4.00448 -1.73191 -0.52704  C137 1.090
155 H -4.93858 -2.02836 -1.98422  C137 1.090
156 H -2.64741 -3.41148 0.41598  O134 0.960
157 C 5.30956 -2.04793 0.91988  C158 1.561, H168 1.090, H169 1.090, H170 1.090
158 C 5.44337 -0.70831 1.71089  C157 1.561, C159 1.582, N163 1.478, C167 1.550
159 C 4.03964 -0.55322 2.42482  C158 1.582, C160 1.562, H171 1.090, H172 1.090
160 C 4.12448 0.49809 3.57680  C159 1.562, C161 1.505, H173 1.090, H174 1.090
161 C 5.13799 -0.06015 4.53928  C160 1.505, C162 1.566, H175 1.090, H176 1.090
162 C 6.59863 -0.17331 3.98629  C161 1.566, N163 1.463, C165 1.565, C166 1.536
163 N 6.59848 -0.72694 2.63204  C158 1.478, C162 1.463, O164 1.397
164 O 7.80706 -0.78061 1.93338  N163 1.397, H186 0.960
165 C 7.19775 1.27233 4.01633  C162 1.565, H177 1.090, H178 1.090, H179 1.090
166 C 7.41831 -1.08694 4.90967  C162 1.536, H180 1.090, H181 1.090, H182 1.090
167 C 5.50178 0.49742 0.73807  C158 1.550, H183 1.090, H184 1.090, H185 1.090
168 H 4.41031 -2.00535 0.30536  C157 1.090
169 H 5.41327 -2.84371 1.65750  C157 1.090
170 H 6.15351 -2.28398 0.27170  C157 1.090
171 H 3.37191 -0.04435 1.72962  C159 1.090
172 H 3.53456 -1.44273 2.80134  C159 1.090
173 H 3.11072 0.66847 3.93925  C160 1.090
174 H 4.45000 1.44414 3.14422  C160 1.090
175 H 4.88172 -0.97810 5.06824  C161 1.090
176 H 5.15715 0.69772 5.32246  C161 1.090
177 H 8.24906 1.16989 3.74736  C165 1.090
178 H 6.64003 1.88000 3.30374  C165 1.090
179 H 7.18347 1.79120 4.97481  C165 1.090
180 H 7.41614 -0.75086 5.94656  C166 1.090
181 H 7.00132 -2.08522 5.04254  C166 1.090
182 H 8.44674 -1.13723 4.55202  C166 1.090
183 H 6.33272 0.48464 0.03275  C167 1.090
184 H 5.73017 1.37170 1.34764  C167 1.090
185 H 4.60837 0.61397 0.12461  C167 1.090
186 H 8.26634 -1.46657 2.42341  O164 0.960
187 C 1.49736 0.64764 -1.61472  C188 1.506, H198 1.090, H199 1.090, H200 1.090
188 C 0.03770 0.28479 -1.54245  C187 1.506, C189 1.603, N193 1.460, C197 1.527
189 C -0.25817 -1.01589 -0.65346  C188 1.603, C190 1.539, H201 1.090, H202 1.090
190 C -0.08176 -0.74493 0.85163  C189 1.539, C191 1.492, H203 1.090, H204 1.090
191 C -0.86014 0.46286 1.25208  C190 1.492, C192 1.534, H205 1.090, H206 1.090
192 C -0.63523 1.78985 0.51653  C191 1.534, N193 1.510, C195 1.486, C196 1.458
193 N -0.70017 1.38986 -0.93785  C188 1.460, C192 1.510, O194 1.432
194 O -0.90332 2.50044 -1.81821  N193 1.432, H216 0.960
195 C -1.72706 2.65541 1.03368  C192 1.486, H207 1.090, H208 1.090, H209 1.090
196 C 0.67555 2.26069 0.94712  C192 1.458, H210 1.090, H211 1.090, H212 1.090
197 C -0.47767 -0.06295 -2.93724  C188 1.527, H213 1.090, H214 1.090, H215 1.090
198 H 1.83408 0.20417 -2.55176  C187 1.090
199 H 2.04730 0.13983 -0.82238  C187 1.090
200 H 1.74824 1.70792 -1.64584  C187 1.090
201 H -1.23564 -1.45138 -0.86079  C189 1.090
202 H 0.58305 -1.64860 -0.93654  C189 1.090
203 H 0.88930 -0.82833 1.33967  C190 1.090
204 H -0.55702 -1.53368 1.43481  C190 1.090
205 H -0.80044 0.74615 2.30293  C191 1.090
206 H -1.88106 0.16449 1.01376  C191 1.090
207 H -1.47828 3.39179 1.79784  C195 1.090
208 H -2.08684 3.27503 0.21226  C195 1.090
209 H -2.58320 2.13514 1.46316  C195 1.090
210 H 0.61429 2.66679 1.95679  C196 1.090
211 H 1.42337 1.47591 1.06107  C196 1.090
212 H 1.05981 3.01128 0.25643  C196 1.090
213 H -0.48716 0.83989 -3.54789  C197 1.090
214 H -1.52133 -0.37736 -2.94042  C197 1.090
215 H 0.23007 -0.71226 -3.45258  C197 1.090
216 H -1.83133 2.44642 -2.05797  O194 0.960
217 C 2.19967 -7.84066 5.43118  C218 1.601, H228 1.090, H229 1.090, H230 1.090
218 C 1.93366 -6.35284 4.90282  C217 1.601, C219 1.554, N223 1.452, C227 1.563
219 C 3.29379 -5.81500 4.37675  C218 1.554, C220 1.507, H231 1.090, H232 1.090
220 C 3.18922 -4.54058 3.57990  C219 1.507, C221 1.566, H233 1.090, H234 1.090
221 C 2.02387 -4.58900 2.53460  C220 1.566, C222 1.525, H235 1.090, H236 1.090
222 C 0.72097 -5.25124 2.97025  C221 1.525, N223 1.407, C225 1.593, C226 1.562
223 N 1.03655 -6.37070 3.76170  C218 1.452, C222 1.407, O224 1.378
224 O 0.05044 -7.31327 3.95683  N223 1.378, H246 0.960
225 C -0.14939 -4.20934 3.80323  C222 1.593, H237 1.090, H238 1.090, H239 1.090
226 C 0.04973 -5.71733 1.63921  C222 1.562, H240 1.090, H241 1.090, H242 1.090
227 C 1.54212 -5.42405 6.09783  C218 1.563, H243 1.090, H244 1.090, H245 1.090
228 H 3.20078 -7.95397 5.84715  C217 1.090
229 H 2.31008 -8.60729 4.66425  C217 1.090
230 H 1.43790 -8.24848 6.09563  C217 1.090
231 H 4.07541 -5.83564 5.13620  C219 1.090
232 H 3.71846 -6.58623 3.73413  C219 1.090
233 H 4.21935 -4.34148 3.28444  C220 1.090
234 H 2.96967 -3.73640 4.28218  C220 1.090
235 H 2.45508 -4.85326 1.56903  C221 1.090
236 H 1.85872 -3.53162 2.32779  C221 1.090
237 H 0.32594 -3.37491 4.31888  C225 1.090
238 H -1.03238 -4.04437 3.18582  C225 1.090
239 H -0.64709 -4.66625 4.65858  C225 1.090
240 H -0.31036 -4.93070 0.97616  C226 1.090
241 H 0.75157 -6.31934 1.06206  C226 1.090
242 H -0.93284 -6.18169 1.72317  C226 1.090
243 H 0.45953 -5.55062 6.08945  C227 1.090
244 H 1.78015 -4.37699 5.91047  C227 1.090
245 H 1.76157 -5.81329 7.09204  C227 1.090
246 H -0.51501 -7.02552 4.67729  O224 0.960